1.
The following is a quantum chemistry calculation of C6H20N3O3Si as an isolated structure at a distorted geometry, from the Open Molecules 2025 dataset.

Its charge is +1. The calculation puts the HOMO energy at -13.09 eV. The electronic energy is -25030.640 eV. Its spin multiplicity is 1. As for the HOMO-LUMO gap: 0.3382 Eh.

Positions of all 33 atoms, in Å:
C 4.32670 -1.51604 -1.19578
C 0.42387 -0.12847 2.97720
C 0.91371 2.97549 -0.50522
C 2.92922 -0.94086 -1.21830
C 2.57224 -0.13113 0.02888
C -2.10994 -0.17333 -0.07901
N -2.80813 -1.21912 -0.26255
N -2.32711 1.02047 0.26207
N -5.49658 -0.93955 -0.69157
O 0.31961 0.56133 1.83320
O 0.20237 1.74452 -0.38137
O -0.31726 -0.71381 -0.41757
Si 0.72506 0.35396 0.31214
H 4.30601 -2.44380 -0.59384
H 4.55236 -1.80007 -2.25402
H 5.05073 -0.96794 -0.78054
H -0.60851 -0.74836 3.06057
H 0.58961 0.58514 3.72344
H 1.35241 -0.79720 2.99868
H 1.87692 3.08653 -0.82175
H 0.77967 3.44049 0.44812
H 0.22719 3.62321 -1.20777
H 2.88141 -0.45339 -2.11537
H 2.15919 -1.70118 -1.29235
H 3.15845 0.82565 -0.03077
H 3.00219 -0.64806 0.94078
H -3.89163 -1.12276 -0.42594
H -2.41554 -1.95592 -0.85015
H -1.57524 1.68428 0.27498
H -3.25221 1.48086 0.15970
H -5.61555 -0.06470 -0.11013
H -6.02130 -1.75610 -0.19471
H -5.90994 -1.16017 -1.59100

These are the Löwdin partial charges, in e, on atoms 1 to 8: atom 1 (C): -0.0966, atom 2 (C): -0.1532, atom 3 (C): -0.0846, atom 4 (C): -0.3225, atom 5 (C): -0.1791, atom 6 (C): -0.2080, atom 7 (N): 0.1949, atom 8 (N): 0.2421


2.
The following is a quantum chemistry calculation of C5H9NO as an isolated structure, from the Open Molecules 2025 dataset.

The calculation puts the HOMO energy at -9.52 eV. The electronic energy is -8865.726 eV. Its spin multiplicity is 1. As for the HOMO-LUMO gap: 0.3781 Eh.

Positions of all 16 atoms, in Å:
C 1.81181 0.10933 0.67071
C 0.73021 -0.12648 -0.37044
N -0.23182 -1.31870 -0.24231
C -0.95575 -0.51396 0.81906
C -0.65795 0.53485 -0.28194
O -1.03116 1.85962 -0.42942
C -1.11012 -0.57240 -1.22528
H 2.56459 -0.68534 0.64773
H 2.31956 1.05354 0.43957
H 1.43410 0.18601 1.69372
H 1.18225 -0.10805 -1.36877
H -0.41337 -0.56108 1.76417
H -2.01698 -0.74327 0.96243
H -0.73295 2.36042 0.33841
H -0.73910 -0.58036 -2.25398
H -2.15332 -0.89413 -1.16364

These are the Löwdin partial charges, in e, on atoms 1 to 8: atom 1 (C): -0.0464, atom 2 (C): -0.2785, atom 3 (N): 0.0063, atom 4 (C): -0.0917, atom 5 (C): -0.4434, atom 6 (O): 0.0445, atom 7 (C): -0.0980, atom 8 (H): 0.0812


3.
The following is a quantum chemistry calculation of the molecule C4H9NO2, from the Open Molecules 2025 dataset.

The calculation puts the HOMO energy at -9.72 eV. The electronic energy is -9879.571 eV. Its SMILES is C[C@@H](O)CC(N)=O. Its spin multiplicity is 1. As for the HOMO-LUMO gap: 0.3838 Eh.

Positions of all 16 atoms, in Å:
C 1.03738 -0.81386 -1.57709
C -0.05704 -0.26159 -0.67569
O -1.28222 -0.97897 -0.81452
C 0.32435 -0.34298 0.81053
C 0.09179 0.94036 1.59091
N -1.13414 1.51033 1.39477
O 0.93467 1.43248 2.31913
H 1.26553 -1.85436 -1.32408
H 1.94835 -0.21621 -1.46282
H 0.74045 -0.76722 -2.63214
H -0.22905 0.79084 -0.94846
H -1.50017 -1.01738 -1.75493
H -0.27760 -1.14401 1.25721
H 1.37635 -0.60365 0.94511
H -1.36955 2.31468 1.95560
H -1.86909 1.01155 0.91648

These are the Löwdin partial charges, in e, on atoms 1 to 8: atom 1 (C): -0.0534, atom 2 (C): -0.4484, atom 3 (O): -0.0491, atom 4 (C): -0.0652, atom 5 (C): -0.5409, atom 6 (N): 0.1597, atom 7 (O): 0.0464, atom 8 (H): 0.0888


4.
The following is a quantum chemistry calculation of C2H4I2S as an isolated structure at a distorted geometry, from the Open Molecules 2025 dataset.

The calculation puts the HOMO energy (alpha / beta) at -8.05 / -7.26 eV. The electronic energy is -29171.110 eV. Its spin multiplicity is 1. As for the HOMO-LUMO gap (alpha / beta): 0.2907 / 0.2413 Eh.

Positions of all 9 atoms, in Å:
C 1.13800 0.44601 0.91939
C -1.29945 0.09467 -0.70799
S 1.46369 -1.18847 0.85442
I -1.42600 -1.98445 -0.39917
I -2.89475 1.32185 -0.27052
H 1.52346 1.12697 0.12592
H 0.37816 0.81213 1.64330
H -0.68238 0.43597 -1.64638
H 1.79927 -1.06466 -0.51896

These are the Löwdin partial charges, in e, on atoms 1 to 8: atom 1 (C): -0.5560, atom 2 (C): -1.3451, atom 3 (S): 0.5642, atom 4 (I): 0.6897, atom 5 (I): 0.6864, atom 6 (H): 0.0228, atom 7 (H): 0.0145, atom 8 (H): -0.0161


5.
The following is a quantum chemistry calculation of the molecule C4H7NO at a distorted geometry, from the Open Molecules 2025 dataset.

The calculation puts the HOMO energy at -11.29 eV. The electronic energy is -7798.694 eV. Its SMILES is CC(C)(O)C#N. Its spin multiplicity is 1. As for the HOMO-LUMO gap: 0.4422 Eh.

Positions of all 13 atoms, in Å:
C -0.89893 -1.01508 -0.09569
C -0.00257 0.19230 0.19841
C 1.36829 0.03856 -0.45687
O 0.23682 0.33808 1.58707
C -0.66790 1.42873 -0.29957
N -1.22142 2.38888 -0.63113
H -0.43304 -1.90577 0.33698
H -1.89421 -0.88961 0.34302
H -1.01612 -1.16409 -1.17375
H 2.04521 0.80403 -0.07096
H 1.29759 0.13469 -1.54354
H 1.77482 -0.94764 -0.21343
H -0.58854 0.59694 2.01946

These are the Löwdin partial charges, in e, on atoms 1 to 8: atom 1 (C): -0.0250, atom 2 (C): -0.6297, atom 3 (C): -0.0208, atom 4 (O): -0.0049, atom 5 (C): -0.1547, atom 6 (N): 0.1651, atom 7 (H): 0.0925, atom 8 (H): 0.0907


6.
The following is a quantum chemistry calculation of a 2-piece molecular cluster, C3H6O5 overall at a distorted geometry, from the Open Molecules 2025 dataset.

The calculation puts the HOMO energy at -10.54 eV. The electronic energy is -13446.333 eV. Its SMILES is CC(=O)O.O=C(O)O. Its spin multiplicity is 1. As for the HOMO-LUMO gap: 0.4093 Eh.

Positions of all 14 atoms, in Å:
C -0.42771 -1.43210 1.09912
C 0.45496 -0.94848 -0.01151
O 0.04454 -0.70477 -1.15461
O 1.75622 -1.12869 0.23054
H 0.13474 -1.53241 2.02405
H -0.85711 -2.39108 0.80833
H -1.25345 -0.72660 1.20345
H 2.27793 -0.85374 -0.54278
O -1.63951 1.42114 -0.28421
C -0.48661 1.48763 -0.61438
O 0.55477 1.64191 0.34582
O -0.01346 1.75797 -1.83004
H 0.16396 1.85469 1.20484
H -0.70927 1.55452 -2.47862

These are the Löwdin partial charges, in e, on atoms 1 to 8: atom 1 (C): 0.0282, atom 2 (C): -0.5572, atom 3 (O): 0.0508, atom 4 (O): 0.1153, atom 5 (H): 0.0887, atom 6 (H): 0.1007, atom 7 (H): 0.0868, atom 8 (H): 0.1411


Taking the records one at a time from the top gives ΔE to the lowest compared entry with this formula, charge and spin values of 156.71; 336.38; 47.26; 338.47; 91.67; 18.37 kJ/mol.